[1]
Density functional theory data (ωB97M-V/def2-TZVPD) for the molecule C4H8O2 at a distorted geometry.

Cartesian coordinates (Å):
1 C -0.93 1.06 0.04
2 C -1.84 0.11 -0.79
3 C 0.31 0.55 0.81
4 C 2.05 -0.57 -0.31
5 O -2.92 -0.63 -0.22
6 O 1.51 0.61 0.19
7 H -0.56 1.83 -0.62
8 H -1.58 1.39 0.84
9 H -1.39 -0.50 -1.59
10 H 0.34 -0.17 1.55
11 H 3.11 -0.65 -0.06
12 H 1.84 -0.61 -1.46
13 H 1.53 -1.50 0.10
14 H -3.51 -0.03 0.17

For the molar mass, the calculation gives 88.1 g/mol. For the strongest force on any atom, the calculation gives 3.4 eV/A. The energy relative to the best compared isomer or geometry (same formula, charge and spin) comes out at 529.3 kJ/mol. The frontier orbital gap (spin up / spin down) comes out at 8.31 / 8.40 eV. As for the energy: -307.51083 Eh. Its charge is 0.

***

[2]
Density functional theory data (ωB97M-V/def2-TZVPD) for a cluster of 3 separate species, C19H39FN5O5 in total at a distorted geometry.

Cartesian coordinates (Å):
1 C -1.79 2.48 -0.29
2 C -2.49 3.80 -0.18
3 C -1.82 4.98 -0.84
4 N -3.62 4.02 0.43
5 C -4.68 3.27 0.09
6 C -5.59 2.80 1.09
7 C -6.64 2.10 0.61
8 F -7.55 1.65 1.44
9 C -6.83 1.82 -0.79
10 O -7.90 1.12 -1.21
11 N -5.99 2.26 -1.65
12 N -4.98 2.97 -1.17
13 H -2.52 1.68 -0.12
14 H -1.38 2.42 -1.30
15 H -0.96 2.48 0.44
16 H -2.21 5.93 -0.47
17 H -0.73 4.94 -0.74
18 H -2.08 4.92 -1.91
19 H -5.45 3.00 2.14
20 H -7.65 0.20 -1.38
21 H -4.35 3.35 -1.87
22 C 4.14 -1.02 -0.14
23 O 4.93 0.06 0.31
24 C 5.41 0.91 -0.72
25 C 4.64 2.22 -0.76
26 N 3.27 2.03 -1.24
27 C 2.36 3.14 -0.97
28 C 2.20 3.65 0.46
29 O 1.51 2.78 1.35
30 C 2.28 1.69 1.83
31 H 4.06 -1.74 0.68
32 H 3.12 -0.70 -0.38
33 H 4.58 -1.52 -1.00
34 H 5.41 0.41 -1.69
35 H 6.45 1.14 -0.47
36 H 5.16 2.92 -1.42
37 H 4.67 2.64 0.25
38 H 2.89 1.20 -0.81
39 H 1.37 2.81 -1.32
40 H 2.65 3.98 -1.60
41 H 1.58 4.55 0.40
42 H 3.14 3.97 0.91
43 H 3.31 1.97 2.02
44 H 2.23 0.85 1.13
45 H 1.83 1.35 2.76
46 C 2.88 -4.73 0.65
47 O 2.20 -4.18 -0.47
48 C 1.43 -5.13 -1.20
49 C -0.06 -4.97 -0.94
50 N -0.43 -5.38 0.40
51 C -1.75 -4.92 0.85
52 C -2.09 -3.43 0.78
53 O -1.42 -2.61 1.73
54 C -0.07 -2.31 1.42
55 H 3.65 -4.01 0.95
56 H 2.21 -4.86 1.50
57 H 3.37 -5.68 0.40
58 H 1.77 -6.15 -1.02
59 H 1.61 -4.92 -2.26
60 H -0.61 -5.57 -1.67
61 H -0.30 -3.91 -1.13
62 H 0.26 -5.03 1.06
63 H -1.86 -5.24 1.89
64 H -2.50 -5.46 0.27
65 H -3.15 -3.34 1.03
66 H -1.97 -3.01 -0.23
67 H 0.09 -2.15 0.35
68 H 0.60 -3.10 1.79
69 H 0.20 -1.39 1.95

For the molar mass, the calculation gives 436.5 g/mol. For the strongest force on any atom, the calculation gives 3.1 eV/A. The frontier orbital gap comes out at 6.32 eV. As for the energy: -1496.79666 Eh. Its charge is +1.

***

[3]
Density functional theory data (ωB97M-V/def2-TZVPD) for a cluster of 2 separate species, C3H7N2 in total at a distorted geometry.

Cartesian coordinates (Å):
1 C 1.09 0.16 0.33
2 C 0.19 0.39 -0.83
3 C -0.80 -0.60 -1.13
4 N 1.65 -0.08 -0.75
5 N -0.74 0.46 2.74
6 H 0.10 1.58 -0.96
7 H -1.65 -0.46 -0.44
8 H -0.58 -1.68 -1.01
9 H -1.09 -0.52 -2.24
10 H 2.22 -0.62 -1.39
11 H -0.51 1.11 3.55
12 H 0.13 0.26 2.13

For the molar mass, the calculation gives 71.1 g/mol. For the strongest force on any atom, the calculation gives 4.0 eV/A. The energy relative to the best compared isomer or geometry (same formula, charge and spin) comes out at 764.5 kJ/mol. The frontier orbital gap (spin up / spin down) comes out at 6.32 / 8.77 eV. As for the energy: -227.46317 Eh. Its charge is +1.

***

[4]
Density functional theory data (ωB97M-V/def2-TZVPD) for the ion C2H3O2P4 with charge -1 at a distorted geometry.

Cartesian coordinates (Å):
1 C -0.06 1.66 -0.20
2 C 0.81 0.49 -0.17
3 O -0.16 -0.84 2.04
4 O 1.22 -2.14 0.25
5 P -1.60 1.79 0.56
6 P -2.66 0.21 -0.20
7 P -1.34 -1.24 -0.90
8 P 0.11 -0.97 0.56
9 H 0.42 2.54 -0.66
10 H 1.75 0.31 -0.70
11 H 1.53 -1.80 -0.59

For the molar mass, the calculation gives 182.9 g/mol. For the strongest force on any atom, the calculation gives 5.3 eV/A. The energy relative to the best compared isomer or geometry (same formula, charge and spin) comes out at 0.0 kJ/mol. The frontier orbital gap comes out at 7.13 eV. As for the energy: -1593.97505 Eh. Its charge is -1.

***

[5]
Density functional theory data (ωB97M-V/def2-TZVPD) for a cluster of 2 separate species, C5H17N2O in total at a distorted geometry.

Cartesian coordinates (Å):
1 N 1.82 1.74 -0.49
2 C 0.62 2.13 0.28
3 C -0.10 0.76 0.73
4 N 0.02 -0.28 -0.25
5 C -0.31 -0.51 -2.58
6 C -1.06 -0.35 -1.27
7 C -1.95 -1.52 -1.08
8 H 1.62 0.87 -1.02
9 H 2.19 2.49 -1.05
10 H 2.69 1.52 0.20
11 H -0.14 2.51 -0.43
12 H 0.97 2.88 1.07
13 H -1.17 0.85 0.86
14 H 0.40 0.45 1.69
15 H 0.09 -1.15 0.02
16 H -0.98 -0.81 -3.31
17 H 0.42 -1.26 -2.55
18 H 0.09 0.33 -3.14
19 H -1.70 0.60 -1.40
20 H -2.97 -1.37 -1.74
21 H -1.54 -2.48 -1.41
22 H -2.21 -1.90 -0.03
23 H 0.29 -1.82 4.83
24 H 0.83 -2.42 3.63
25 O 0.64 -1.58 4.06

For the molar mass, the calculation gives 121.2 g/mol. For the strongest force on any atom, the calculation gives 6.0 eV/A. The energy relative to the best compared isomer or geometry (same formula, charge and spin) comes out at 271.5 kJ/mol. The frontier orbital gap comes out at 9.71 eV. As for the energy: -385.13733 Eh. Its charge is +1.

***

[6]
Density functional theory data (ωB97M-V/def2-TZVPD) for the molecule C6H10 at a distorted geometry.

Cartesian coordinates (Å):
1 C -2.47 0.43 -0.98
2 C -1.48 0.88 -0.45
3 C -0.56 1.00 0.64
4 C 0.58 -0.10 0.56
5 C 0.16 -1.54 0.25
6 C 1.65 0.33 -0.47
7 H -3.40 0.53 -1.45
8 H -1.42 1.06 1.35
9 H -0.06 1.96 0.70
10 H 1.06 -0.09 1.54
11 H 1.03 -2.22 0.27
12 H -0.29 -1.63 -0.75
13 H -0.57 -1.90 0.98
14 H 2.01 1.34 -0.26
15 H 2.51 -0.36 -0.44
16 H 1.25 0.31 -1.49

For the molar mass, the calculation gives 82.1 g/mol. For the strongest force on any atom, the calculation gives 2.1 eV/A. The energy relative to the best compared isomer or geometry (same formula, charge and spin) comes out at 222.8 kJ/mol. The frontier orbital gap comes out at 10.66 eV. As for the energy: -234.51767 Eh. Its charge is 0. As for the structure (SMILES): C#CCC(C)C.

***

[7]
Density functional theory data (ωB97M-V/def2-TZVPD) for a structure of composition C29H46AlP2Se at a distorted geometry.

Cartesian coordinates (Å):
1 Al -0.96 1.15 -3.51
2 C -0.83 -2.06 0.43
3 C 0.49 -2.42 0.09
4 C 0.59 -0.47 1.28
5 C -0.78 -0.85 1.16
6 C 1.37 -1.45 0.62
7 C -2.06 -2.83 0.13
8 H -1.99 -3.37 -0.82
9 H -2.93 -2.17 0.10
10 H -2.25 -3.58 0.91
11 C -1.94 -0.10 1.69
12 H -2.88 -0.55 1.37
13 H -1.92 0.93 1.30
14 H -1.93 -0.06 2.79
15 C 1.10 0.75 1.94
16 H 1.15 0.62 3.03
17 H 0.46 1.62 1.73
18 H 2.11 1.00 1.59
19 C 2.85 -1.50 0.57
20 H 3.27 -2.12 1.38
21 H 3.28 -0.50 0.68
22 H 3.20 -1.92 -0.38
23 C 0.90 -3.64 -0.66
24 H 1.04 -4.51 0.02
25 H 1.85 -3.48 -1.18
26 H 0.14 -3.93 -1.40
27 C -1.83 1.97 -4.95
28 C -2.39 0.54 -5.23
29 C -1.53 -0.41 -6.06
30 C 0.02 -0.25 -5.86
31 C 0.41 0.15 -4.45
32 C 1.16 1.47 -4.23
33 C 0.74 2.57 -5.25
34 C -0.76 2.61 -5.78
35 H -1.76 -0.27 -7.12
36 H 0.41 0.46 -6.62
37 H -1.82 -1.44 -5.82
38 H -0.81 2.21 -6.81
39 H -2.61 2.66 -4.62
40 H -3.43 0.61 -5.61
41 H -1.02 3.68 -5.88
42 H 1.00 3.57 -4.87
43 H 2.23 1.30 -4.43
44 H 1.37 2.44 -6.14
45 H 0.49 -1.22 -6.08
46 H 0.84 -0.68 -3.87
47 P -2.81 -0.26 -3.54
48 C -4.22 0.66 -2.94
49 C -1.98 -1.84 -3.13
50 P 2.73 1.93 -1.47
51 C 1.13 1.82 -2.56
52 C 3.46 0.43 -2.26
53 C 3.21 3.46 -2.37
54 H -3.89 1.39 -2.17
55 H -4.94 -0.04 -2.48
56 H -4.74 1.19 -3.76
57 H -1.24 -2.17 -3.88
58 H -2.75 -2.62 -3.06
59 H -1.47 -1.73 -2.16
60 H 2.94 3.38 -3.43
61 H 4.28 3.67 -2.23
62 H 2.60 4.25 -1.91
63 H 0.61 2.79 -2.39
64 H 0.61 0.99 -2.01
65 H 4.32 0.08 -1.66
66 H 3.78 0.64 -3.29
67 H 2.71 -0.39 -2.26
68 Se -1.43 2.87 -0.52
69 C -0.80 3.74 0.97
70 C -1.30 3.40 2.26
71 C -0.80 3.99 3.42
72 C 0.15 5.03 3.31
73 C 0.62 5.44 2.04
74 C 0.16 4.80 0.89
75 H -2.10 2.66 2.33
76 H -1.16 3.65 4.39
77 H 0.51 5.53 4.21
78 H 1.34 6.26 1.95
79 H 0.50 5.10 -0.10

For the molar mass, the calculation gives 562.6 g/mol. For the strongest force on any atom, the calculation gives 3.7 eV/A. The frontier orbital gap (spin up / spin down) comes out at 3.18 / 3.16 eV. As for the energy: -4458.73963 Eh. Its charge is +1.